# C7H10

A single C7H10 molecule at a distorted geometry (wB97M-V/def2-TZVPD, the OMol25 dataset).

Element x y z (Å)
H (-1.642, 1.661, 0.666)
H (0.074, -2.020, -0.677)
H (2.496, 1.198, 0.930)
H (2.204, -1.372, 0.885)
H (-2.433, -0.748, 0.734)
C (1.521, -0.723, 0.348)
C (-1.934, -0.345, -0.144)
H (-1.901, 1.699, -1.122)
C (-0.478, 0.008, -0.193)
H (0.275, 0.380, 1.981)
C (0.503, 0.201, 0.935)
C (0.614, -1.082, -0.813)
H (-2.294, -0.763, -1.086)
C (-1.565, 1.102, -0.278)
H (1.176, -1.193, -1.758)
C (1.745, 0.758, 0.284)
H (1.639, 1.238, -0.692)

Values from the calculation:
HOMO ... -9.23 eV
Total energy ... -7417.59742 eV
Structure (SMILES) ... C1[C@@H]2CC3(CC3)[C@H]12
Spin multiplicity ... 1
Relative energy (zero: lowest compared OMol25 entry of this formula, charge and spin) ... 3.4373 eV
E_LUMO ... 0.044 Eh
Molar mass ... 94.2 g/mol


# C7H10

A single C7H10 molecule at a distorted geometry (wB97M-V/def2-TZVPD, the OMol25 dataset).

Element x y z (Å)
H (0.542, -2.390, 0.114)
C (-0.371, -0.564, 0.116)
H (2.226, 1.610, -0.705)
H (-0.995, -2.352, -0.913)
C (1.303, 1.091, -0.989)
C (-1.590, 0.029, 0.759)
H (-1.456, 0.278, 1.807)
C (1.683, 0.141, 1.186)
H (1.566, 0.589, -1.917)
H (2.739, 0.355, 1.039)
H (0.718, 1.984, -1.224)
C (-2.625, 0.294, -0.067)
H (-3.117, 1.214, -0.361)
C (0.806, 0.338, 0.206)
H (1.549, -0.309, 2.163)
H (-2.775, -0.505, -0.800)
C (-0.203, -1.803, -0.415)

Values from the calculation:
HOMO ... -7.81 eV
Total energy ... -7415.85831 eV
Structure (SMILES) ... C=CC(=C)C(=C)C
Spin multiplicity ... 1
Relative energy (zero: lowest compared OMol25 entry of this formula, charge and spin) ... 5.1764 eV
E_LUMO ... 0.024 Eh
Molar mass ... 94.2 g/mol